ORCA calculation (ωB97M-V with the def2-TZVPD basis set) on one molecule with the formula C5H10S in a non-equilibrium geometry.

Structure (XYZ):
```
16
Properties=species:S:1:pos:R:3:forces:R:3
C -0.040 0.056 1.390 -1.572 1.199 -1.671
C -0.462 0.061 -0.073 -1.113 -1.239 -1.986
C -0.808 1.445 -0.707 1.026 -0.056 3.406
C 0.658 -0.680 -0.920 -3.088 1.451 2.060
C 1.828 -0.747 -0.373 2.937 -0.581 1.640
H 0.060 -0.945 1.721 0.305 -0.695 0.585
H -0.688 0.670 1.985 -0.627 -0.048 0.413
H 0.840 0.595 1.280 2.051 0.713 0.898
H -1.490 1.919 0.016 0.329 0.272 -0.137
H 0.095 2.052 -0.830 -0.130 -0.067 0.117
H -1.341 1.437 -1.588 -0.899 -0.583 -2.194
H -1.721 -2.083 0.280 -0.344 1.009 -0.372
H 0.325 -1.153 -1.820 0.212 -0.163 -0.500
H 2.601 -1.345 -0.742 0.976 -0.911 -1.631
H 2.302 -0.421 0.595 -1.623 0.315 -0.892
S -2.159 -0.860 -0.213 1.560 -0.615 0.263
```
Positions in Å, forces in eV/Å.

E_LUMO (eV): 0.88
HOMO-LUMO gap (eV): 9.85
M (u): 102.2
Energy relative to the best compared isomer or geometry (same formula, charge and spin) (kJ/mol): 171.2
SMILES string: C=CC(C)(C)S


ORCA calculation (ωB97M-V with the def2-TZVPD basis set) on one molecule with the formula C5H10S in a non-equilibrium geometry.

Structure (XYZ):
```
16
Properties=species:S:1:pos:R:3:forces:R:3
C 0.724 -1.407 0.109 -0.214 -0.254 0.231
C 0.100 -0.010 -0.030 -0.355 1.540 -0.702
C -1.022 0.043 -1.141 -0.344 -0.627 0.047
C -0.538 0.422 1.318 -0.229 0.622 -0.362
C 1.034 1.197 -0.380 -1.584 -1.080 -0.418
H 1.409 -1.710 -0.702 -0.538 0.259 0.061
H 1.336 -1.445 1.019 -0.180 -0.028 -0.126
H -0.113 -2.166 0.219 0.993 0.852 -0.190
H -0.618 -0.118 -2.187 -0.270 0.340 1.213
H -1.541 1.045 -1.074 0.416 -1.174 -0.252
H -1.770 -0.804 -0.975 0.810 1.221 -0.079
H -1.380 -0.249 1.487 -0.070 0.089 0.398
H -0.914 1.465 1.219 -0.046 -0.644 0.042
H 0.143 0.455 2.188 -0.101 -0.415 -0.555
H 0.546 2.118 -0.779 -0.042 -0.770 0.523
S 2.602 1.163 -0.290 1.754 0.070 0.169
```
Positions in Å, forces in eV/Å.

E_LUMO (eV): 0.18
HOMO-LUMO gap (eV): 8.71
M (u): 102.2
Energy relative to the best compared isomer or geometry (same formula, charge and spin) (kJ/mol): 88.2
SMILES string: CC(C)(C)C=S


ORCA calculation (ωB97M-V with the def2-TZVPD basis set) on one molecule with the formula C5H10Se in a non-equilibrium geometry.

Structure (XYZ):
```
16
Properties=species:S:1:pos:R:3:forces:R:3
C 0.102 1.082 2.725 -1.325 1.043 4.492
C 0.574 0.560 1.649 0.444 -0.179 -1.134
C -0.405 -1.670 -2.214 1.764 -2.377 -0.731
C -0.278 0.218 0.512 -0.969 0.851 -2.710
C 0.421 0.728 -0.919 -2.492 -0.416 2.365
Se -0.633 0.164 -2.431 -0.074 1.902 -0.787
H 0.502 1.299 3.783 0.371 -0.231 -2.230
H -0.957 1.232 2.770 -0.746 0.014 -0.070
H 1.609 0.527 1.499 1.636 -0.641 -0.111
H 0.608 -1.820 -1.705 -1.325 -0.165 -0.951
H -1.166 -2.032 -1.571 -0.608 -0.584 0.687
H -0.492 -2.280 -3.194 0.418 1.250 1.533
H -0.344 -0.824 0.252 0.001 -0.777 0.824
H -1.393 0.558 0.712 2.294 -0.333 -0.889
H 1.451 0.478 -0.994 0.791 -0.818 0.035
H 0.401 1.779 -0.875 -0.180 1.463 -0.322
```
Positions in Å, forces in eV/Å.

E_LUMO (eV): 0.91
HOMO-LUMO gap (eV): 9.05
M (u): 149.1
Energy relative to the best compared isomer or geometry (same formula, charge and spin) (kJ/mol): 6.0
SMILES string: C=CCC[Se]C


ORCA calculation (ωB97M-V with the def2-TZVPD basis set) on C5H10Si as an isolated structure in a non-equilibrium geometry.

Structure (XYZ):
```
16
Properties=species:S:1:pos:R:3:forces:R:3
C -1.346 -1.934 -2.098 -2.591 1.662 0.518
C -0.523 -1.488 -1.137 -1.261 1.739 0.579
C -0.981 -0.457 -0.353 2.317 4.063 4.178
C 0.281 0.699 0.747 -3.064 -2.917 -2.587
C -0.470 1.732 1.515 0.049 1.629 1.347
Si 2.155 0.414 0.596 -1.457 -0.666 -1.601
H -1.054 -2.661 -2.740 0.627 -2.109 -1.994
H -2.386 -1.452 -2.234 1.850 -0.998 0.304
H 0.483 -1.685 -0.939 1.403 -1.070 -0.414
H -2.015 -0.114 -0.130 0.866 -0.364 -0.537
H -1.435 1.479 2.132 2.028 -0.317 -0.924
H 0.371 2.161 2.244 -2.224 -0.294 -1.236
H -0.922 2.573 0.861 1.197 -1.001 0.733
H 2.632 -0.310 1.750 0.383 -0.026 0.721
H 2.907 1.695 0.336 -0.207 -0.499 0.111
H 2.301 -0.651 -0.548 0.084 1.167 0.802
```
Positions in Å, forces in eV/Å.

E_LUMO (spin up / spin down) (eV): 0.05 / 0.08
HOMO-LUMO gap (spin up / spin down) (eV): 7.76 / 8.16
M (u): 98.2
Energy relative to the best compared isomer or geometry (same formula, charge and spin) (kJ/mol): 560.1


ORCA calculation (ωB97M-V with the def2-TZVPD basis set) on one molecule with the formula C5H10Si in a non-equilibrium geometry.

Structure (XYZ):
```
16
Properties=species:S:1:pos:R:3:forces:R:3
C -3.250 -0.423 0.494 -0.881 -1.187 -0.936
C -2.231 0.197 0.258 0.033 0.180 0.376
C 1.212 -0.405 1.250 1.735 -0.762 -2.856
C 0.988 -0.636 -1.332 0.231 0.360 0.550
C 0.962 0.348 -0.119 -0.240 0.152 -0.587
Si -0.720 1.294 -0.003 0.854 -2.377 1.409
H -4.147 -1.112 0.427 1.668 1.457 0.470
H 2.232 -0.973 1.133 -2.115 0.589 0.579
H 0.322 -1.028 1.439 0.693 -0.249 -0.149
H 1.288 0.263 2.052 0.278 1.100 1.250
H 0.561 -0.150 -2.199 -0.075 0.126 -0.366
H 0.431 -1.552 -1.177 -0.111 -0.191 0.221
H 2.030 -0.889 -1.580 -0.275 -0.094 0.110
H -0.803 1.782 -1.293 -0.536 1.387 -1.772
H 1.723 1.141 -0.528 -1.042 -1.034 1.694
H -0.598 2.144 1.178 -0.218 0.542 0.006
```
Positions in Å, forces in eV/Å.

E_LUMO (eV): 0.94
HOMO-LUMO gap (eV): 10.67
M (u): 98.2
Energy relative to the best compared isomer or geometry (same formula, charge and spin) (kJ/mol): 164.6
SMILES string: C#C[SiH2]C(C)C


ORCA calculation (ωB97M-V with the def2-TZVPD basis set) on C5H11AgO4 as an isolated structure in a non-equilibrium geometry.

Structure (XYZ):
```
21
Properties=species:S:1:pos:R:3:forces:R:3
C 2.219 -0.489 3.076 0.045 0.094 -0.603
O 1.093 0.213 3.509 -2.331 1.269 -1.199
H 2.929 -0.513 3.917 -0.219 -0.059 -0.269
H 1.970 -1.519 2.775 0.168 0.155 0.021
H 2.704 0.024 2.225 0.022 -0.187 0.139
O -2.638 3.903 -0.768 -0.640 3.262 1.288
C -2.812 4.935 0.022 -0.761 -1.219 -3.130
C -0.330 4.377 1.094 -0.399 -0.946 1.966
O -1.111 3.428 1.569 1.245 1.840 0.315
C 0.163 0.956 2.447 2.127 -2.340 1.728
C -0.638 -0.028 1.593 0.244 -1.234 0.949
O -1.374 0.535 0.566 0.585 -1.486 0.127
Ag -1.959 2.273 0.142 -0.418 -0.900 -0.505
H -3.677 4.891 0.710 0.942 -0.118 0.548
H -2.600 5.933 -0.398 0.353 -0.404 0.300
H -0.236 5.286 1.710 -0.270 -0.159 -0.332
H 0.622 4.037 0.650 -0.504 0.346 -0.670
H -0.533 1.407 3.173 0.825 0.850 -0.842
H 0.913 1.449 1.797 -0.876 0.724 0.647
H -1.295 -0.580 2.299 0.117 0.183 -0.350
H 0.076 -0.778 1.194 -0.255 0.329 -0.129
```
Positions in Å, forces in eV/Å.

E_LUMO (spin up / spin down) (eV): -0.86 / -2.13
HOMO-LUMO gap (spin up / spin down) (eV): 6.20 / 7.17
M (u): 243.0
Energy relative to the best compared isomer or geometry (same formula, charge and spin) (kJ/mol): 14.4
Multiplicity: 3


ORCA calculation (ωB97M-V with the def2-TZVPD basis set) on C5H11BNO2 as an isolated structure in a non-equilibrium geometry.

Structure (XYZ):
```
20
Properties=species:S:1:pos:R:3:forces:R:3
B -0.918 -1.793 -0.967 1.528 0.294 1.853
C -0.844 1.263 1.239 0.890 -1.759 1.876
C 1.518 0.979 0.453 -0.536 0.613 -0.145
C -0.195 -0.336 -0.712 -0.398 -1.525 -4.796
C 0.151 1.685 0.230 1.920 2.343 1.027
C -0.969 0.768 -0.144 0.634 2.044 -1.424
N 1.151 -0.456 0.057 -2.354 2.944 0.169
O -0.312 -2.647 -0.032 -0.608 -0.339 -0.787
O -1.892 -1.921 -1.879 2.517 2.236 -0.028
H -0.364 0.534 1.981 -1.119 1.099 -0.803
H -1.597 1.898 1.649 -0.293 0.292 0.105
H 2.326 1.348 -0.200 -0.510 -0.282 0.064
H 1.898 1.079 1.508 -0.581 -0.559 -1.031
H 0.036 0.149 -2.000 -0.108 -1.661 3.966
H 0.223 2.691 -0.212 -0.239 -0.502 0.527
H -1.603 1.375 -0.827 -0.019 -1.233 0.549
H 1.738 -0.806 -0.604 2.578 -1.177 -2.332
H 1.181 -1.109 0.797 -0.691 -0.936 1.192
H -0.446 -3.607 0.023 -0.324 0.417 -0.252
H -2.594 -2.490 -1.776 -2.285 -2.310 0.270
```
Positions in Å, forces in eV/Å.

E_LUMO (eV): -3.08
HOMO-LUMO gap (eV): 10.66
M (u): 128.0
Energy relative to the best compared isomer or geometry (same formula, charge and spin) (kJ/mol): 181.8
Total charge: +1


ORCA calculation (ωB97M-V with the def2-TZVPD basis set) on a 2-piece molecular cluster, C5H11BNO2 overall in a non-equilibrium geometry.

Structure (XYZ):
```
20
Properties=species:S:1:pos:R:3:forces:R:3
B 2.829 0.531 -0.041 -2.205 0.720 1.703
C -2.536 0.745 -0.378 -2.326 0.001 -0.392
C -1.341 -1.114 0.683 1.381 -0.278 0.638
C -0.198 0.382 -0.927 0.940 0.318 -0.695
C -1.854 0.282 0.822 -0.058 -0.039 2.521
C -1.068 1.194 -0.161 0.004 0.769 0.379
N -0.176 -0.949 -0.288 -2.115 -1.718 -2.281
O 2.352 -0.771 0.015 0.091 -0.238 0.025
O 4.006 1.043 -0.323 2.842 -0.508 -1.659
H -2.802 -0.043 -1.176 0.457 1.524 1.287
H -3.290 1.583 -0.221 1.228 -1.160 -0.713
H -0.994 -1.567 1.606 0.351 0.337 0.268
H -1.980 -1.879 0.291 -0.814 0.068 -0.592
H 1.872 1.223 0.481 1.623 -0.298 -0.770
H -1.961 0.576 1.925 -0.483 0.081 -2.067
H -0.948 2.326 -0.058 0.001 -1.944 -0.210
H 0.789 -0.988 0.119 0.460 0.185 0.160
H -0.196 -1.754 -1.038 0.297 2.064 1.559
H 2.650 -1.452 -0.568 1.019 -0.661 -0.507
H 4.846 0.632 -0.765 -2.692 0.778 1.345
```
Positions in Å, forces in eV/Å.

E_LUMO (eV): -4.53
HOMO-LUMO gap (eV): 8.81
M (u): 128.0
Energy relative to the best compared isomer or geometry (same formula, charge and spin) (kJ/mol): 456.5
Total charge: +1


| no. | energy (eV) |
| --- | --- |
| 1 | -16180.7035 |
| 2 | -16181.5635 |
| 3 | -70691.2396 |
| 4 | -13218.0333 |
| 5 | -13222.1318 |
| 6 | -17544.2225 |
| 7 | -11618.5492 |
| 8 | -11615.7015 |